No. 1
The following is a DFT calculation (ωB97M-V/def2-TZVPD) of a molecular structure, C43H55MnN7O3S2SeSi2Te.

Summary:
ΔE to the lowest compared entry with this formula, charge and spin = 0.7047 eV
charge = +2
HOMO-LUMO gap (spin up / spin down) = 6.761 / 6.653 eV
largest force on an atom = 0.0106 hartree/bohr
DFT total energy = -203434.2069 eV
2S+1 = 2
<S²> = 0.83
LUMO level (spin up / spin down) = -5.6 / -5.6 eV

Atoms and positions in Å:
1 Mn 0.03423 1.72154 0.21989
2 N 4.21340 2.11564 -0.23429
3 C 4.82624 0.85652 0.01736
4 C 6.07146 0.76719 0.61642
5 C 6.60240 -0.48579 0.89027
6 C 5.87965 -1.63624 0.60477
7 C 4.61972 -1.54188 0.03117
8 C 4.11088 -0.29191 -0.28601
9 S 2.55493 -0.05216 -1.07858
10 N 2.02314 1.31739 -0.19947
11 C 2.87974 2.26584 -0.02946
12 C 2.31640 3.55780 0.41983
13 C 3.06499 4.69255 0.67263
14 C 2.41158 5.86517 1.01993
15 C 1.03179 5.85771 1.10791
16 C 0.35536 4.67381 0.86323
17 N 0.97645 3.54252 0.53002
18 H 4.80239 2.92165 -0.10382
19 H 6.62493 1.66466 0.86620
20 H 7.58114 -0.56020 1.34337
21 H 6.29559 -2.60761 0.83305
22 H 4.04154 -2.43084 -0.18786
23 H 4.14385 4.68123 0.60607
24 H 2.97504 6.76710 1.21543
25 H 0.47824 6.74992 1.36277
26 H -0.72375 4.62859 0.92684
27 O 3.28138 -1.30661 7.11039
28 C 3.62582 -0.95913 5.86085
29 O 4.70432 -1.23204 5.42119
30 C 2.60159 -0.23375 5.03050
31 C 3.07357 0.46693 3.92784
32 C 2.19158 1.08884 3.06615
33 C 0.82116 1.01328 3.27934
34 C 0.34272 0.29197 4.37006
35 C 1.23024 -0.30976 5.24777
36 N -0.07390 1.61681 2.34061
37 C -1.16933 2.09207 2.79260
38 C -2.19434 2.53056 1.85566
39 C -3.39392 3.06064 2.28988
40 C -4.34690 3.41053 1.34440
41 C -4.05822 3.19552 0.01052
42 C -2.82394 2.66539 -0.34321
43 N -1.89198 2.35003 0.55332
44 H 2.44460 -0.91186 7.37988
45 H 4.14065 0.50159 3.75153
46 H 2.56878 1.63389 2.21966
47 H -0.71984 0.14112 4.51094
48 H 0.82450 -0.90075 6.06048
49 H -1.37376 2.15682 3.85904
50 H -3.57534 3.19161 3.34832
51 H -5.29391 3.83699 1.64710
52 H -4.77037 3.44156 -0.76447
53 H -2.56098 2.50632 -1.37807
54 C 1.58733 -3.38155 3.54741
55 Si 0.86594 -3.90026 1.90770
56 C 1.89641 -5.21462 1.07566
57 C -0.87555 -4.53147 2.18481
58 C 0.94451 -2.35558 0.79464
59 Te -0.74737 -1.05516 0.84335
60 C -2.01229 -2.35021 -0.28251
61 Si -2.23693 -2.04893 -2.12326
62 C -3.70107 -3.04890 -2.70386
63 C -2.53804 -0.23844 -2.46734
64 C -0.66676 -2.66005 -2.94260
65 H 1.56356 -4.20028 4.26942
66 H 1.00887 -2.55376 3.96422
67 H 2.62434 -3.04889 3.45192
68 H 1.99255 -6.10029 1.70646
69 H 2.90516 -4.85422 0.85985
70 H 1.44481 -5.52845 0.13169
71 H -0.85870 -5.24394 3.01323
72 H -1.28147 -5.05741 1.31879
73 H -1.56567 -3.72898 2.45643
74 H 1.17192 -2.58018 -0.24746
75 H 1.76615 -1.73601 1.16801
76 H -2.95789 -2.35638 0.25422
77 H -1.55172 -3.33178 -0.14931
78 H -4.62764 -2.66397 -2.27096
79 H -3.61292 -4.10009 -2.42250
80 H -3.80400 -3.00335 -3.79003
81 H -3.45269 0.08108 -1.96098
82 H -2.65578 -0.05906 -3.54008
83 H -1.71745 0.37937 -2.09766
84 H -0.52680 -3.72633 -2.74839
85 H 0.21958 -2.14783 -2.55467
86 H -0.70154 -2.52192 -4.02436
87 C -4.94691 -1.84854 2.37717
88 S -4.93911 -0.13535 1.84910
89 C -6.37754 -0.22398 0.78564
90 O -3.75617 0.02894 0.93910
91 H -5.80789 -2.02219 3.02184
92 H -4.02828 -2.01354 2.93812
93 H -4.98100 -2.50169 1.50548
94 H -7.25412 -0.47910 1.38031
95 H -6.19788 -0.97154 0.01320
96 H -6.51295 0.75689 0.33458
97 C -1.44398 3.25097 -5.16155
98 N -0.70607 2.02467 -4.91584
99 C -0.09988 1.66013 -3.77378
100 Se 0.02840 2.70711 -2.24139
101 N 0.46852 0.46194 -3.97644
102 C 0.25229 0.03745 -5.28394
103 C 0.65641 -1.09047 -5.98177
104 C 0.25317 -1.17719 -7.30262
105 C -0.52053 -0.17582 -7.90236
106 C -0.91160 0.95309 -7.20477
107 C -0.50441 1.03587 -5.88149
108 H -1.49802 3.81949 -4.23836
109 H -2.44908 3.00684 -5.50232
110 H -0.93481 3.84110 -5.92207
111 H 1.02261 -0.00297 -3.27652
112 H 1.25976 -1.86082 -5.52276
113 H 0.54584 -2.03778 -7.88801
114 H -0.81191 -0.28522 -8.93760
115 H -1.49920 1.73085 -7.67270

No. 2
The following is a DFT calculation (ωB97M-V/def2-TZVPD) of a molecular structure, C2H5N3O2S.

Summary:
ΔE to the lowest compared entry with this formula, charge and spin = 5.7565 eV
charge = 0
HOMO-LUMO gap = 9.236 eV
largest force on an atom = 0.1264 hartree/bohr
DFT total energy = -21550.1570 eV
LUMO level = 0.0 eV

Atoms and positions in Å:
1 C -0.16250 -1.36391 -0.13747
2 C -0.00048 0.11502 -0.12347
3 H -2.11648 -2.50449 0.30036
4 H -2.01337 -0.71529 -0.12992
5 H 1.26220 1.71272 0.18456
6 H 3.06982 -0.19379 0.99214
7 H -1.51843 2.87908 -0.61896
8 N -1.46895 -1.73867 -0.54062
9 N 1.22230 0.67381 0.09425
10 N -1.08649 0.83160 -0.22575
11 O 0.79943 -1.97044 0.41198
12 O -0.84358 2.21863 0.16275
13 S 2.85654 0.05573 -0.36985

No. 3
The following is a DFT calculation (ωB97M-V/def2-TZVPD) of a gas-phase ion, C4H10NO2 (charge +1).

Summary:
SMILES = C[C@H](O)[NH2+]/C=C/O
ΔE to the lowest compared entry with this formula, charge and spin = 3.1739 eV
charge = +1
HOMO-LUMO gap = 10.963 eV
largest force on an atom = 0.1143 hartree/bohr
DFT total energy = -9886.4140 eV
LUMO level = -3.0 eV

Atoms and positions in Å:
1 C -1.12090 -1.22807 0.34404
2 C 0.20445 -0.77347 0.75924
3 O 0.33711 -0.64293 2.14522
4 N 0.39189 0.66328 0.13690
5 C 0.54923 0.83720 -1.35469
6 C 1.37599 1.69591 -1.99160
7 O 1.39453 1.69529 -3.30707
8 H -1.88830 -0.50906 0.33789
9 H -1.49514 -1.98114 1.00769
10 H -0.99262 -1.76827 -0.65966
11 H 0.95427 -1.55357 0.31807
12 H -0.10744 -1.34385 2.64503
13 H -0.10686 1.32688 0.69527
14 H 1.42404 0.58204 0.38780
15 H -0.13922 0.15718 -1.81730
16 H 2.04106 2.30963 -1.48989
17 H 1.94837 2.37342 -3.63534

No. 4
The following is a DFT calculation (ωB97M-V/def2-TZVPD) of a molecular structure, C17H36N2O6PrS.

Summary:
charge = +3
HOMO-LUMO gap (spin up / spin down) = 8.453 / 9.416 eV
largest force on an atom = 0.0606 hartree/bohr
DFT total energy = -58357.7866 eV
2S+1 = 3
<S²> = 2.00
LUMO level (spin up / spin down) = -8.9 / -7.9 eV

Atoms and positions in Å:
1 Pr 0.83667 0.04859 -0.32617
2 C 3.00379 0.02922 -3.01713
3 C 1.85951 -0.88568 -3.46870
4 O 1.22818 -1.39686 -2.25821
5 C 0.41094 -2.56871 -2.41043
6 C 0.72903 -3.44410 -1.20380
7 O 0.71704 -2.50401 -0.03565
8 C 1.29082 -3.10505 1.13206
9 C 2.53015 -2.30177 1.53249
10 O 2.24680 -0.91644 1.38648
11 C 2.76810 0.04048 2.35253
12 C 1.60142 0.74370 2.98737
13 O 0.57861 1.06346 1.95972
14 C 0.18427 2.46342 1.83860
15 C 1.36545 3.11726 1.18186
16 O 1.72193 2.36887 0.03728
17 C 2.47206 3.05403 -0.93045
18 C 3.27285 2.03244 -1.72335
19 O 2.39420 0.93500 -2.10430
20 H 3.46936 0.48886 -3.89255
21 H 3.81882 -0.54352 -2.57464
22 H 2.16564 -1.76458 -4.08568
23 H 1.07897 -0.35023 -4.00188
24 H 0.65393 -3.03424 -3.35736
25 H -0.63331 -2.26664 -2.37874
26 H 1.70425 -3.89796 -1.20215
27 H -0.01122 -4.23452 -0.96682
28 H 1.50054 -4.14534 1.03627
29 H 0.50665 -2.91603 1.90957
30 H 3.37475 -2.57760 0.89861
31 H 2.88153 -2.52496 2.56871
32 H 3.40071 0.76536 1.79229
33 H 3.40262 -0.47040 3.12369
34 H 1.99220 1.64811 3.42012
35 H 1.01141 0.14041 3.69547
36 H -0.05891 2.82618 2.83577
37 H -0.76069 2.52385 1.18945
38 H 2.21855 3.20165 1.89271
39 H 1.09770 4.12044 0.90444
40 H 3.11006 3.79032 -0.43691
41 H 1.81085 3.61410 -1.55681
42 H 4.12834 1.65245 -1.16530
43 H 3.64617 2.52562 -2.64570
44 C -4.18226 1.68561 -1.72491
45 N -4.23201 0.70942 -0.64243
46 C -5.56502 0.13856 -0.34253
47 C -3.16097 0.08920 -0.14918
48 S -1.73963 0.07452 -1.09313
49 N -3.19587 -0.46728 1.07250
50 C -3.96835 0.13602 2.19002
51 C -2.14655 -1.42664 1.45500
52 H -5.15334 2.17758 -1.68558
53 H -3.98556 1.19755 -2.68685
54 H -3.41528 2.39817 -1.58718
55 H -6.08439 -0.02552 -1.26414
56 H -6.19530 0.79787 0.29010
57 H -5.51301 -0.83943 0.11053
58 H -4.27700 1.16798 1.98836
59 H -3.38375 0.07430 3.07095
60 H -4.89546 -0.42477 2.43796
61 H -1.84158 -1.99389 0.65547
62 H -2.53645 -1.97550 2.28606
63 H -1.24894 -0.83897 1.68620

No. 5
The following is a DFT calculation (ωB97M-V/def2-TZVPD) of a single C7H8OSi molecule.

Summary:
SMILES = c1ccc2c(c1)CO[SiH2]2
ΔE to the lowest compared entry with this formula, charge and spin = 0.0000 eV
charge = 0
HOMO-LUMO gap = 10.151 eV
largest force on an atom = 0.0802 hartree/bohr
DFT total energy = -17312.9930 eV
LUMO level = 0.8 eV

Atoms and positions in Å:
1 C -0.53834 -0.97041 -2.04333
2 C -0.05766 -1.97886 -1.16221
3 C 0.52008 -1.59419 0.09091
4 C 0.46979 -0.25915 0.50580
5 C -0.22671 0.73771 -0.24967
6 C -0.75276 0.30110 -1.45679
7 C -0.49969 2.07427 0.41630
8 O 0.09837 1.91107 2.01045
9 Si 0.83840 0.46488 2.14566
10 H -0.83220 -1.19488 -3.05576
11 H -0.00466 -3.05113 -1.40651
12 H 0.74034 -2.34266 0.80392
13 H -1.09770 1.12475 -2.10196
14 H 0.20028 2.94173 0.19549
15 H -1.55878 2.36365 0.66389
16 H 0.07884 -0.43906 3.12881
17 H 2.22994 0.46459 2.48036

No. 6
The following is a DFT calculation (ωB97M-V/def2-TZVPD) of a molecular structure, C23H41AlN2P3Se.

Summary:
ΔE to the lowest compared entry with this formula, charge and spin = 6.2556 eV
charge = +3
HOMO-LUMO gap (spin up / spin down) = 3.718 / 2.206 eV
largest force on an atom = 0.1245 hartree/bohr
DFT total energy = -127272.3229 eV
LUMO level (spin up / spin down) = -11.1 / -12.6 eV

Atoms and positions in Å:
1 Al -0.19786 -0.17934 0.33144
2 P -0.31855 1.87229 1.79424
3 P -1.88812 -1.48654 1.60213
4 P -1.86424 0.78411 -1.19151
5 H 6.48630 0.24907 -6.58363
6 C 5.97864 1.15656 -6.93243
7 C 6.42350 2.37971 -6.59596
8 H 7.30416 2.51471 -5.95662
9 C 0.91585 2.13609 3.11401
10 C -1.87068 2.17690 2.70440
11 C -0.01626 3.33924 0.79527
12 C -2.18927 -3.13211 0.87407
13 C -1.67515 -1.90654 3.36057
14 C -3.58805 -0.82647 1.75647
15 C -1.00016 1.70581 -2.50462
16 C -3.16440 1.92847 -0.62531
17 C -2.83972 -0.44401 -2.11380
18 H 5.12217 1.02605 -7.60493
19 H 5.94266 3.28980 -6.97420
20 H 1.90338 1.88112 2.71743
21 H 0.74599 1.50763 4.00021
22 H 0.78273 3.15353 3.46298
23 H -2.04178 1.42215 3.47940
24 H -2.73252 2.21980 2.03111
25 H -1.73088 3.15310 3.17951
26 H 1.00132 3.25332 0.40074
27 H -0.09130 4.17723 1.49683
28 H -0.73743 3.43618 -0.02006
29 H -2.86418 -3.67069 1.54973
30 H -1.24516 -3.67881 0.77306
31 H -2.65515 -3.03280 -0.11496
32 H -2.54484 -2.41941 3.76485
33 H -1.61383 -0.86672 3.67993
34 H -0.88159 -2.64413 3.15304
35 H -4.14824 -1.57601 2.32795
36 H -4.05171 -0.69457 0.77362
37 H -3.58043 0.12170 2.30471
38 H -1.76996 2.23437 -3.07915
39 H -0.45400 1.00401 -3.14411
40 H -0.29292 2.42068 -2.07021
41 H -3.77194 2.12737 -1.51428
42 H -2.74540 2.86502 -0.24688
43 H -3.78213 1.44959 0.14148
44 H -3.63297 0.12322 -2.61208
45 H -3.27513 -1.19233 -1.44322
46 H -2.19174 -0.93763 -2.84461
47 C 1.33978 -1.28640 -2.77723
48 C 2.20172 -0.18824 -2.62228
49 C 3.07119 0.17124 -3.64872
50 C 3.10550 -0.56465 -4.83830
51 C 2.25209 -1.66848 -4.99578
52 C 1.37590 -2.03083 -3.97845
53 Se 0.15437 -1.89578 -1.43711
54 H 0.90840 0.81172 -0.27544
55 H 2.17428 0.38324 -1.69597
56 H 3.73071 1.03095 -3.51919
57 H 3.79403 -0.28228 -5.63610
58 H 2.27073 -2.25218 -5.91638
59 H 0.70940 -2.88673 -4.08908
60 N -1.48952 -2.63083 7.27647
61 C -1.16311 -2.23806 6.19519
62 C -0.22115 -1.94931 5.08282
63 C 0.24330 -0.58993 4.89108
64 C 0.70918 -0.45444 3.53150
65 N 1.35271 -1.40051 2.98707
66 C 1.34828 -2.66868 3.35885
67 C 0.55739 -2.90989 4.57832
68 H -0.25565 0.28127 5.38608
69 H 0.04927 0.12443 2.91320
70 H 1.97024 -3.43971 2.80807
71 H 0.65193 -3.88663 5.02477

No. 7
The following is a DFT calculation (ωB97M-V/def2-TZVPD) of a single C6H7NO3 molecule.

Summary:
ΔE to the lowest compared entry with this formula, charge and spin = 4.0400 eV
charge = 0
HOMO-LUMO gap (spin up / spin down) = 7.681 / 7.514 eV
largest force on an atom = 0.0228 hartree/bohr
DFT total energy = -13963.9215 eV
LUMO level (spin up / spin down) = -0.9 / -0.3 eV

Atoms and positions in Å:
1 C 0.27877 -0.44862 0.53493
2 C -0.80460 -0.70046 -0.30226
3 C 1.02081 0.70843 0.46257
4 C -1.22553 0.22472 -1.30226
5 C -1.61969 -1.94334 -0.17736
6 C 2.16391 1.07025 1.35082
7 N -0.33472 1.40385 -1.35434
8 O -0.47071 2.28751 -2.18194
9 O -2.13999 0.18982 -2.08470
10 O 0.74607 1.63345 -0.45186
11 H 0.54801 -1.19192 1.26748
12 H -1.12118 -2.68078 0.44580
13 H -2.58792 -1.69780 0.25873
14 H -1.81677 -2.36006 -1.16329
15 H 2.12379 0.50136 2.27387
16 H 3.11166 0.86868 0.85171
17 H 2.12807 2.13490 1.57210

No. 8
The following is a DFT calculation (ωB97M-V/def2-TZVPD) of a molecular structure, C3H10N2.

Summary:
ΔE to the lowest compared entry with this formula, charge and spin = 7.4545 eV
charge = 0
HOMO-LUMO gap = 4.531 eV
largest force on an atom = 0.0681 hartree/bohr
DFT total energy = -6245.9738 eV
LUMO level = -1.6 eV

Atoms and positions in Å:
1 C 2.57058 -0.37980 -0.61962
2 C 2.58184 0.50916 0.51137
3 N -0.58608 -0.27942 0.40726
4 C -1.73721 0.49400 0.08421
5 N -2.78234 -0.49696 -0.24181
6 H 2.95782 0.01244 -1.55086
7 H 2.24882 -1.40190 -0.67687
8 H 1.51488 0.25921 -0.21350
9 H 2.75954 0.08888 1.48030
10 H 2.90802 1.64605 0.39855
11 H -0.00388 0.33695 1.01896
12 H -2.16660 1.05426 0.97026
13 H -1.46722 1.18001 -0.83418
14 H -2.28532 -1.34156 -0.59589
15 H -3.37843 -0.13977 -1.01059